No. 1
Below is a gas-phase ion, C4H8NO2 (charge -1) at a distorted geometry, with properties calculated with ωB97M-V with the def2-TZVPD basis set.

Structure (XYZ):
```
15
Properties=species:S:1:pos:R:3:forces:R:3
C -1.42091 1.42718 -1.05195 -0.6055 -0.1487 0.1298
C -1.07082 0.21773 -0.17872 0.0788 0.1844 -0.0395
C 0.16170 -0.49164 -0.72725 -0.3354 -0.2872 0.6874
O 0.05065 -1.14460 -1.77340 0.0603 0.2200 -0.2646
N 1.27283 -0.33193 0.00470 0.5840 -0.5338 -0.3674
C 1.60947 -0.93201 1.65760 -1.3136 -0.4001 -0.0885
O 2.58915 -1.71982 1.58572 0.3715 0.3100 0.1467
H -0.55302 2.00800 -1.35414 0.1324 -0.0079 0.0992
H -2.12691 2.07970 -0.53307 0.0911 0.1404 0.0802
H -1.94555 1.09589 -1.94323 0.1562 -0.0731 -0.2902
H -1.90447 -0.48641 -0.17751 -0.0191 -0.0267 -0.0584
H -0.91068 0.53493 0.85101 0.1882 0.0134 0.0662
H 2.00465 -0.91503 -0.40018 0.0516 0.2302 -0.2087
H 0.61186 -1.38640 1.88717 -0.0074 0.0584 -0.1181
H 1.63204 0.04444 2.15326 0.5670 0.3207 0.2257
```
Forces are in eV/Å.

- LUMO energy (eV) = 4.004
- total charge = -1
- Kohn-Sham gap (eV) = 7.7883
- SMILES = CCC(=O)NC[O-]
- E (Eh) = -362.464483

=====

No. 2
Below is a single C4H3N3O molecule at a distorted geometry, with properties calculated with ωB97M-V with the def2-TZVPD basis set.

Structure (XYZ):
```
11
Properties=species:S:1:pos:R:3:forces:R:3
C -2.11466 0.07999 0.01291 -0.7296 -1.4241 0.6588
C -1.32762 1.18253 -0.08207 2.4246 1.9245 -0.0116
C 0.14956 0.72604 -0.04714 -2.7414 1.9001 1.0764
O 1.50817 1.11869 0.09472 -4.1495 -3.2911 -0.6662
N 2.07142 -0.23939 0.07129 2.1521 -0.4507 -1.3694
N 1.21732 -1.14512 -0.15913 3.5318 -0.2338 1.9799
C 0.04045 -0.62546 0.01074 -3.1259 0.4344 -0.7217
N -1.26188 -1.11015 0.01119 -2.9879 1.9269 0.1065
H -3.32499 0.00014 0.25519 3.7261 0.1676 -1.0084
H -1.60409 2.25658 -0.18985 -0.0446 -1.2737 0.3099
H -1.81067 -1.92228 0.34681 1.9442 0.3200 -0.3543
```
Forces are in eV/Å.

- LUMO energy (eV) = 0.463
- Kohn-Sham gap (eV) = 9.7183
- SMILES = c1cc2onnc2[nH]1
- E (Eh) = -393.585201

=====

No. 3
Below is 2 unconnected molecules or ions with the total composition C9H14O2 at a distorted geometry, with properties calculated with ωB97M-V with the def2-TZVPD basis set.

Structure (XYZ):
```
25
Properties=species:S:1:pos:R:3:forces:R:3
C 0.80294 -0.96250 -2.30931 1.2610 -0.6768 0.3309
C 1.08782 0.04742 -1.24099 -0.5236 0.8129 0.6773
C 0.34955 1.22722 -1.21172 0.1601 0.0732 0.4729
C 0.43321 2.13232 -0.13325 -0.8675 -0.0971 -0.3108
C 1.30409 1.87703 0.89541 1.0423 -1.2580 0.6815
O 1.30096 2.46967 2.13061 -0.7098 1.2277 -0.7698
C 2.23675 0.83623 0.72138 0.3931 0.3110 0.5566
C 2.06649 -0.11067 -0.23690 -0.5199 -0.4879 -2.1517
H 0.92630 -0.44264 -3.26057 -0.5585 -0.5230 -0.2271
H -0.12530 -1.49162 -2.13299 -0.6567 0.4846 -0.4256
H 1.49910 -1.82152 -2.27393 0.2213 0.6200 -0.1016
H -0.37627 1.45863 -1.99066 0.1251 -0.1810 0.0884
H -0.31888 2.91403 -0.10551 0.2850 0.1414 0.2480
H 1.87180 2.00073 2.73903 0.1800 -0.2419 -0.1080
H 3.12920 0.83839 1.34489 -0.3028 -0.2979 0.2826
H 2.68878 -0.97363 -0.43654 0.4746 0.0768 0.7153
C -2.37848 -1.56918 0.09366 -1.2282 1.8453 -0.0987
C -1.71106 -0.61990 1.06508 0.4349 1.0458 -0.5295
O -2.18675 -0.68585 2.39052 -0.2171 0.1474 0.2397
H -2.05873 -1.36948 -0.92264 0.9220 -0.5617 -0.1124
H -3.43134 -1.25952 -0.05371 0.0808 -0.6297 0.7778
H -2.25821 -2.56064 0.47164 -0.1060 -0.9266 -0.3731
H -0.61874 -0.77406 1.02394 -0.2013 0.0850 0.1371
H -1.90983 0.43169 0.77810 0.2834 -0.5402 -0.0519
H -2.32342 -1.59217 2.65445 0.0276 -0.4492 0.0521
```
Forces are in eV/Å.

- LUMO energy (eV) = 0.855
- Kohn-Sham gap (eV) = 9.2375
- SMILES = Cc1ccc(O)cc1.CCO
- E (Eh) = -501.777161

=====

No. 4
Below is 5 unconnected molecules or ions with the total composition C26H35Cl16F6N6OS3 at a distorted geometry, with properties calculated with ωB97M-V with the def2-TZVPD basis set.

Structure (XYZ):
```
93
Properties=species:S:1:pos:R:3:forces:R:3
C 1.85540 -1.33528 3.86745 -0.5535 -0.3257 -0.2685
C 2.40323 -2.49413 2.98029 -0.1230 0.4097 1.2433
F 3.71749 -2.81027 3.40402 -0.7505 0.3749 -0.7749
C 2.39339 -2.20097 1.43457 0.8693 -1.0296 0.1369
N 1.48391 -1.11477 1.02516 -0.4170 -4.1846 1.3429
C 0.15274 -1.40192 1.06918 1.0041 3.8406 -1.2222
C -0.59476 -2.67615 1.46354 -0.8357 0.7613 -1.2269
C -1.32481 -3.19031 0.13519 0.8085 -0.1230 0.1036
C -2.63679 -3.97411 0.47098 0.4871 0.9677 0.4663
C -3.62312 -4.09955 -0.71787 0.0431 -0.8484 0.5417
F -4.41815 -5.20867 -0.48366 0.5898 0.9109 -0.2973
F -4.45567 -3.01654 -0.83704 0.9125 -0.8026 -0.0902
C -2.95769 -4.32414 -2.12197 -0.6165 -0.4358 -0.8669
F -1.92945 -5.20979 -2.09821 -0.6080 0.8297 0.3597
F -3.88160 -4.84596 -2.96978 0.7730 0.7347 0.6083
F -2.51253 -3.14799 -2.62750 -0.2023 -0.9237 0.3382
N -0.43884 -0.26174 0.61581 -0.0158 0.0926 -0.0007
C 0.51843 0.67827 0.30615 0.7668 -2.5905 0.8227
N 0.26979 1.88521 -0.19732 -1.2816 0.3396 -0.6790
S 1.39090 3.11273 -0.60526 0.1661 0.0225 0.1694
C -1.17093 2.23664 -0.42642 -0.5380 1.5051 -0.9317
C -1.67578 3.23856 0.65910 1.2493 -0.0586 0.4204
C -1.33929 2.72267 2.10158 -1.0908 0.4735 0.7475
C -2.28767 3.42820 3.16755 -0.1471 -0.6342 -0.7842
C -3.52460 2.47604 3.32652 0.3487 1.3179 0.7012
C -4.61642 2.98544 4.33277 -0.5589 -1.2924 -0.5611
C -6.01273 2.42189 3.80879 0.7679 1.4760 -0.0144
S -5.91717 0.62515 3.39679 -1.0497 0.1573 -0.5955
C -5.73730 0.51780 1.61184 2.5926 -0.3844 1.3623
N -4.53989 0.06203 1.19547 -3.2741 1.2345 -0.3940
N -4.67163 0.09835 -0.16430 -0.2874 0.1021 -1.7626
C -5.85188 0.54997 -0.51442 1.9701 -0.8317 1.0995
O -6.59029 0.82146 0.61749 0.2664 0.0601 -0.2822
N 1.76314 0.13034 0.57841 -0.8972 0.2788 0.4103
C 3.15484 0.56710 0.44784 1.1203 1.7258 -1.3019
C 3.58665 0.57163 -1.07600 0.5209 -0.2767 0.0995
C 5.01549 -0.00318 -1.33307 -0.3137 -0.7629 -1.1543
S 6.36245 1.16196 -0.87322 0.0375 -0.3050 0.2190
H 2.09066 -0.32803 3.45939 0.0761 -0.6304 0.4306
H 0.73865 -1.42694 3.89357 0.8325 0.1778 -0.0517
H 2.19344 -1.44722 4.92501 -0.0396 0.0851 -0.9757
H 1.80501 -3.40584 3.23270 0.5362 0.6230 -0.4769
H 3.43986 -2.08832 1.07343 -0.8073 0.2375 0.3124
H 2.01186 -3.12987 0.94126 0.3702 0.8989 0.1704
H 0.04414 -3.47058 1.89279 -0.4446 0.6677 -0.0558
H -1.42338 -2.35213 2.14112 0.9338 -0.2601 -0.1525
H -0.57642 -3.84397 -0.38033 -0.7627 0.4330 0.1799
H -1.49700 -2.30954 -0.52940 -0.1511 -0.7065 0.6529
H -3.16097 -3.39726 1.27616 0.2484 -0.5439 -0.8535
H -2.38397 -4.96070 0.92836 -0.3761 0.5762 -0.7612
H 1.39853 3.08399 -1.99109 -0.3721 -0.5646 1.0916
H -1.81171 1.34759 -0.59166 0.6064 0.3563 0.5814
H -1.16692 2.79816 -1.39889 -0.0272 -0.6070 0.6933
H -1.10930 4.20117 0.53823 -0.5328 -0.7422 -0.0968
H -2.74846 3.50533 0.50984 0.6870 -0.5663 0.1760
H -0.28733 2.91104 2.41964 -0.5606 -0.1890 -0.6758
H -1.56372 1.63132 2.16548 0.4208 0.6810 -0.0979
H -2.62540 4.39631 2.72784 0.2273 -0.4937 0.4859
H -1.76568 3.64947 4.12789 -0.4183 -0.3243 -0.6452
H -3.14141 1.47787 3.64352 -0.5350 0.6364 -0.4755
H -4.01624 2.42645 2.32080 0.6073 -0.2796 0.7736
H -4.49630 2.56111 5.36043 0.2981 0.4985 -0.7548
H -4.64800 4.09888 4.39532 -0.0762 -0.8129 -0.0740
H -6.27834 3.00952 2.89447 -0.0864 -0.6572 0.7324
H -6.76504 2.59286 4.60762 0.1705 -0.4238 -0.7798
H -6.14523 0.67465 -1.57134 -0.4312 0.1121 1.1840
H 3.24533 1.60806 0.84538 -0.2558 -0.9395 -0.1770
H 3.90207 -0.03231 1.00647 -1.0505 -0.0019 -0.0457
H 2.85229 -0.07606 -1.61929 0.6426 0.5127 0.2561
H 3.56206 1.58696 -1.53662 -0.2598 -0.7085 0.5424
H 5.11969 -1.01802 -0.87973 0.0935 0.8124 -0.0530
H 5.09484 -0.16012 -2.44041 -0.1100 0.1946 1.1844
H 7.49031 0.42981 -1.16489 -0.9810 0.1771 0.0741
C 7.28186 -0.96645 -5.19212 0.0166 0.0617 -0.3304
Cl 8.46124 -0.66569 -3.90167 -0.1018 -0.0994 -0.0319
Cl 5.69875 -1.32029 -4.46890 0.1205 -0.1384 -0.2455
Cl 7.14724 0.46350 -6.22636 -0.7494 -0.7639 -0.0319
Cl 7.80978 -2.34935 -6.15944 -0.0686 0.1469 0.1475
C 9.75447 3.57669 -6.12713 0.1809 0.0025 0.0649
Cl 9.69138 4.81886 -4.86568 -0.0177 -0.1037 -0.1184
Cl 9.48083 1.98368 -5.40300 0.7928 0.7961 0.1445
Cl 8.49469 3.89597 -7.33436 0.0592 -0.0447 0.0831
Cl 11.34234 3.60810 -6.90889 -0.1750 0.0052 0.0610
C 1.28313 2.98314 -5.55065 -0.1115 -0.0834 -0.3628
Cl 1.85850 3.65080 -4.00438 0.1664 0.1806 -0.5043
Cl -0.35444 3.57007 -5.86909 0.1889 -0.0599 0.0974
Cl 2.36355 3.50148 -6.84857 -0.1080 -0.0542 0.2261
Cl 1.27245 1.21430 -5.45602 0.0161 0.1480 0.0579
C -6.14894 -4.27857 2.42939 -0.2508 -0.0534 -0.0481
Cl -7.04663 -5.08103 1.13268 0.0351 0.0974 0.2063
Cl -7.21546 -4.02369 3.81896 0.1449 -0.0204 -0.1285
Cl -4.77711 -5.29429 2.91503 -0.0989 0.0386 0.0429
Cl -5.54712 -2.71458 1.85176 -0.2450 -0.0899 0.3673
```
Forces are in eV/Å.

- LUMO energy (eV) = -2.332
- total charge = +1
- Kohn-Sham gap (eV) = 8.8109
- E (Eh) = -10571.927894

=====

Copy entry 1 word for word.
Below is a gas-phase ion, C4H8NO2 (charge -1) at a distorted geometry, with properties calculated with ωB97M-V with the def2-TZVPD basis set.

Structure (XYZ):
```
15
Properties=species:S:1:pos:R:3:forces:R:3
C -1.42091 1.42718 -1.05195 -0.6055 -0.1487 0.1298
C -1.07082 0.21773 -0.17872 0.0788 0.1844 -0.0395
C 0.16170 -0.49164 -0.72725 -0.3354 -0.2872 0.6874
O 0.05065 -1.14460 -1.77340 0.0603 0.2200 -0.2646
N 1.27283 -0.33193 0.00470 0.5840 -0.5338 -0.3674
C 1.60947 -0.93201 1.65760 -1.3136 -0.4001 -0.0885
O 2.58915 -1.71982 1.58572 0.3715 0.3100 0.1467
H -0.55302 2.00800 -1.35414 0.1324 -0.0079 0.0992
H -2.12691 2.07970 -0.53307 0.0911 0.1404 0.0802
H -1.94555 1.09589 -1.94323 0.1562 -0.0731 -0.2902
H -1.90447 -0.48641 -0.17751 -0.0191 -0.0267 -0.0584
H -0.91068 0.53493 0.85101 0.1882 0.0134 0.0662
H 2.00465 -0.91503 -0.40018 0.0516 0.2302 -0.2087
H 0.61186 -1.38640 1.88717 -0.0074 0.0584 -0.1181
H 1.63204 0.04444 2.15326 0.5670 0.3207 0.2257
```
Forces are in eV/Å.

- LUMO energy (eV) = 4.004
- total charge = -1
- Kohn-Sham gap (eV) = 7.7883
- SMILES = CCC(=O)NC[O-]
- E (Eh) = -362.464483